--- i ---
# C9H15NO2

The molecule C9H15NO2 (ωB97M-V with the def2-TZVPD basis set, OMol25).

Computed properties:
frontier orbital gap = 7.5 eV

Last column: Löwdin charge in e.
Cartesian coordinates (Å):
C 0.3141 1.2658 3.1397  0.003
C 0.3496 2.1975 1.9298  -0.461
C -0.3628 0.2541 0.5414  -0.229
C 1.0117 -0.4659 0.2168  -0.015
C 2.4509 -1.4341 -1.4795  -0.025
C -2.0963 -1.3232 -0.5364  -0.032
C -1.4212 0.0226 -0.5486  -0.387
C -0.5841 0.4571 -1.6440  -0.151
C 0.1534 -0.9005 -2.0865  -0.083
H -0.6576 1.0413 3.5341  0.086
H 0.8107 1.5694 4.0436  0.083
H 0.8869 0.4206 2.8434  0.051
H -0.9533 -0.0003 1.4536  0.133
H 1.7350 -0.3382 1.0695  0.114
H -1.3422 -2.0523 -0.5993  0.048
H 3.3479 -1.1441 -0.8350  0.088
H 2.4301 -1.3199 -2.6006  0.064
H -2.6697 -1.6146 -1.3219  0.049
H -2.5220 -1.6387 0.5250  0.142
H -2.0330 0.9615 -0.3116  0.167
H -1.3046 0.8944 -2.4857  0.158
H 0.2389 1.2587 -1.3990  0.166
H -0.2963 -1.7614 -2.2440  0.066
H 0.7384 -0.4826 -2.9159  0.115
N 1.2212 -1.0378 -1.0404  -0.195
O 0.7279 3.3746 2.0335  0.065
O -0.1735 1.7961 0.7179  -0.020



--- ii ---
# C9H15NO2

A cluster of 2 separate species, C9H15NO2 in total (ωB97M-V with the def2-TZVPD basis set, OMol25).

Computed properties:
frontier orbital gap = 9.4 eV
structure (SMILES) = [O-][N+](O)=C1CCC1.C=C1CCC1

Last column: Löwdin charge in e.
Cartesian coordinates (Å):
O 1.9076 -1.0650 -1.0870  -0.009
N 1.7477 0.1466 -1.0795  -0.276
O 2.9464 0.9707 -0.9930  0.045
C 0.6654 0.8548 -1.2093  -0.239
C 0.4094 2.2467 -1.6368  -0.104
C -0.8114 1.7151 -2.3801  -0.116
C -0.5461 0.2542 -1.8224  -0.051
H 3.6153 0.3147 -1.2670  0.111
H 1.1959 2.6742 -2.2193  0.111
H 0.1391 2.8829 -0.8281  0.106
H -1.7776 2.0026 -2.0676  0.092
H -0.4884 1.9028 -3.3991  0.112
H -1.2757 0.1321 -0.9800  0.109
H -0.3515 -0.6010 -2.4537  0.116
C -1.0480 -2.9054 1.0782  0.043
C -0.6810 -1.7198 1.5852  -0.335
C -1.5161 -0.5061 1.8827  -0.141
C -0.2060 0.2944 2.2145  -0.133
C 0.6185 -1.0244 1.9743  -0.104
H -2.0980 -3.1054 0.9501  0.043
H -0.4531 -3.8308 0.8632  0.071
H -2.0956 -0.7084 2.8801  0.141
H -2.1535 -0.1400 1.0249  0.105
H -0.0084 1.0624 1.5940  0.041
H -0.0934 0.5777 3.2457  0.093
H 1.4247 -0.9474 1.2676  0.081
H 0.9338 -1.4781 2.8623  0.089



So which one is most stable? That would be i, about 78.3 kJ/mol below the next structure.